Entry 1:
DFT (wB97M-V/def2-TZVPD) results for a molecular structure, C32H24MgN9O7S in a non-equilibrium geometry.

Results
**LUMO level**: 0.05463 Ha
**Spin multiplicity**: 1
**Net charge**: -1
**Highest occupied orbital energy**: -5.278 eV
**Energy above the lowest of the compared OMol25 structures with the same formula, charge and spin**: 5.54 kcal/mol

Geometry as XYZ:
```
74
Properties=species:S:1:pos:R:3:mulliken_charge:R:1
Mg 0.402 -0.891 -0.587 1.2016
O 0.958 -4.777 -2.262 -0.8837
C 0.566 -3.697 -1.770 0.1153
N 1.262 -2.559 -1.671 -0.2391
C 2.553 -2.528 -2.273 -1.4286
C 2.864 -1.217 -3.025 0.5904
C 4.170 -0.805 -3.146 -0.7534
C 4.480 0.449 -3.627 -0.4806
C 3.413 1.227 -4.057 -0.7184
C 2.145 0.671 -3.995 -0.1288
N 1.864 -0.502 -3.490 0.0710
C -0.840 -3.610 -1.224 0.4145
C -1.619 -4.757 -1.294 -0.7334
C -2.958 -4.643 -0.925 -0.3503
C -3.448 -3.418 -0.556 -1.0837
C -2.544 -2.334 -0.458 -0.1958
N -1.288 -2.424 -0.845 0.6992
H 2.674 -3.376 -2.919 0.6860
H 3.341 -2.635 -1.528 0.2632
H 4.923 -1.499 -2.857 0.4546
H 5.503 0.859 -3.601 0.3563
H 3.557 2.225 -4.446 0.4016
H 1.334 1.316 -4.318 0.3465
H -1.159 -5.660 -1.640 0.5546
H -3.637 -5.456 -0.837 0.4299
H -4.496 -3.261 -0.410 0.4387
H -2.815 -1.319 -0.156 0.4396
N 2.650 1.993 2.006 -0.3790
C 1.918 1.428 0.990 0.5126
S 2.528 -0.001 0.347 -0.6598
N 0.824 2.144 0.682 -1.5270
N 0.240 1.550 -0.364 0.9201
C -0.832 2.046 -0.872 0.1022
C -1.625 3.161 -0.255 -0.7076
C -1.554 4.447 -0.774 0.0054
C -2.448 5.411 -0.331 -0.6056
C -3.465 5.068 0.569 -0.3458
C -3.519 3.778 1.125 -0.9809
C -2.520 2.862 0.745 0.2556
C -1.410 1.296 -2.011 0.0448
C -2.590 1.655 -2.713 -0.7471
C -3.012 0.851 -3.757 -0.6811
C -2.220 -0.256 -4.087 -1.0295
C -1.140 -0.549 -3.271 -0.1565
N -0.739 0.139 -2.249 0.8805
H 3.607 1.710 2.122 0.2341
H 2.404 2.950 2.214 0.2493
H -0.769 4.669 -1.489 0.4112
H -2.419 6.452 -0.703 0.3343
H -4.233 5.784 0.786 0.3954
H -4.244 3.524 1.880 0.4428
H -2.509 1.896 1.264 0.4906
H -3.096 2.543 -2.408 0.5572
H -3.884 1.129 -4.349 0.4163
H -2.522 -0.941 -4.935 0.3164
H -0.496 -1.392 -3.532 0.3050
O -2.206 -0.665 2.393 -0.7683
C -0.974 -0.792 2.267 -0.1733
O -0.407 -1.082 1.210 -0.0152
C -0.021 -0.637 3.446 0.5694
C -0.279 0.188 4.530 -0.7294
C 0.647 0.284 5.548 0.3306
C 1.764 -0.534 5.671 -0.4233
C 1.974 -1.377 4.599 -0.2812
C 1.172 -1.382 3.471 -0.2396
N 3.115 -2.344 4.686 1.0732
O 3.385 -3.060 3.748 -0.6027
O 3.703 -2.392 5.760 -0.6463
N 0.525 1.323 6.494 0.9464
O -0.109 2.342 6.205 -0.5790
O 1.037 1.181 7.594 -0.6153
H -1.205 0.746 4.493 0.4936
H 2.409 -0.463 6.539 0.5659
H 1.337 -2.060 2.630 0.5733
```

---

Entry 2:
DFT (wB97M-V/def2-TZVPD) results for a molecular structure, C32H25AsBF4MoN3O in a non-equilibrium geometry.

Results
**LUMO level (alpha / beta)**: -0.30003 / -0.30238 Ha
**Spin multiplicity**: 3
**Net charge**: +2
**Highest occupied orbital energy (alpha / beta)**: -14.055 / -14.059 eV

Geometry as XYZ:
```
68
Properties=species:S:1:pos:R:3:lowdin_spin:R:1
Mo 0.530 -1.197 -1.110 1.6356
C 0.680 -3.140 2.819 0.0066
C 0.346 -2.718 1.442 0.0441
N 1.007 -1.802 0.781 -0.0053
N 2.131 -1.273 1.363 -0.0075
C 2.739 -0.537 0.485 0.0045
O 2.086 -0.434 -0.693 -0.0098
C 4.024 0.075 0.694 -0.0008
C 4.675 0.701 -0.377 -0.0011
C 5.915 1.275 -0.175 -0.0001
C 6.507 1.228 1.081 -0.0017
C 5.870 0.591 2.143 -0.0002
C 4.631 0.017 1.955 -0.0009
C -0.685 -3.316 0.627 0.0071
C -1.488 -4.362 1.057 0.0102
C -2.386 -4.933 0.174 0.0165
C -2.452 -4.423 -1.115 0.0034
C -1.626 -3.380 -1.482 0.0254
N -0.744 -2.813 -0.640 0.0054
H 1.494 -2.532 3.199 0.0000
H 0.985 -4.190 2.821 0.0027
H -0.187 -3.047 3.475 0.0022
H 4.211 0.717 -1.355 -0.0001
H 6.434 1.760 -0.990 0.0000
H 7.476 1.685 1.231 -0.0001
H 6.351 0.546 3.110 0.0000
H 4.120 -0.481 2.768 0.0000
H -1.385 -4.723 2.070 0.0005
H -3.012 -5.765 0.466 0.0006
H -3.138 -4.836 -1.841 -0.0002
H -1.650 -3.007 -2.495 0.0004
F 0.046 0.941 -4.500 0.0021
B 0.996 0.022 -4.496 0.0025
F -0.279 -1.367 -2.748 0.0650
F 1.145 -0.823 -5.474 0.0002
F 1.881 0.052 -3.486 0.0068
C -3.156 5.224 -1.835 -0.0007
C -3.025 4.303 -2.865 0.0016
C -2.162 3.225 -2.727 0.0032
C -1.459 3.088 -1.541 0.0424
C -1.548 4.013 -0.515 0.0064
C -2.414 5.088 -0.671 0.0028
As -0.397 1.420 -1.282 0.0629
C -1.903 0.242 -0.848 0.0083
C -2.876 -0.232 -1.726 0.0057
C -3.927 -0.987 -1.237 0.0004
C -4.015 -1.263 0.127 0.0080
C -3.063 -0.782 1.011 -0.0007
C -1.995 -0.025 0.536 0.0135
C -0.950 0.613 1.355 0.0097
C -0.777 0.463 2.727 -0.0018
C 0.269 1.110 3.368 0.0076
C 1.148 1.914 2.653 -0.0014
C 0.986 2.072 1.284 0.0065
C -0.064 1.432 0.636 0.0089
H -3.829 6.063 -1.947 0.0000
H -3.585 4.426 -3.782 0.0003
H -2.037 2.513 -3.533 0.0003
H -0.969 3.907 0.393 0.0008
H -2.503 5.817 0.123 0.0004
H -2.827 0.019 -2.779 0.0002
H -4.697 -1.340 -1.910 -0.0001
H -4.851 -1.838 0.504 0.0004
H -3.172 -0.967 2.073 -0.0003
H -1.463 -0.150 3.300 -0.0002
H 0.394 0.993 4.437 0.0004
H 1.957 2.421 3.163 -0.0002
H 1.666 2.706 0.725 0.0003
```

---

Number 1: E -2851.68619 Eh. Number 2: E -4201.88118 Eh.